Entry 1:
C4H9NO | the ωB97M-V functional and the def2-TZVPD basis

The geometry in XYZ format:
```
15
Properties=species:S:1:pos:R:3:forces:R:3:lowdin_charge:R:1
C -0.748 -0.617 -0.202 1.05 -1.28 2.01 -0.42
C 0.606 -0.976 0.522 0.15 -1.18 -3.26 -0.11
C 1.287 0.388 0.488 0.39 -1.15 2.37 -0.24
C -0.991 0.887 -0.120 1.58 -1.25 0.83 -0.13
H -1.466 -0.692 -1.930 -0.05 -0.22 -0.49 0.09
H -1.498 -1.219 0.251 -1.12 -0.45 0.38 0.12
H 0.489 -1.509 1.450 -0.31 0.59 0.73 0.09
H 1.208 -1.800 -0.116 -1.41 2.02 1.06 0.16
H 1.988 0.381 -0.312 0.25 0.67 -1.21 0.10
H 1.883 0.377 1.400 0.38 0.66 0.08 0.10
H 0.427 2.270 0.262 0.82 1.25 -0.26 0.08
H -0.896 0.929 -1.231 -0.85 2.17 0.75 0.12
H -1.893 1.148 0.473 0.40 0.17 -1.09 0.12
N 0.228 1.372 0.607 -1.36 -0.97 -0.46 -0.04
O -0.623 -0.939 -1.543 0.09 -1.03 -1.45 -0.05
```
Positions in Å, forces in eV/Å.

Computed properties:
* HOMO energy: -8.85 eV
* LUMO energy: 0.99 eV
* HOMO-LUMO gap: 9.84 eV
* structure (SMILES): O[C@H]1CCNC1

Entry 2:
C16H46N4O6Sr2 | the ωB97M-V functional and the def2-TZVPD basis

The geometry in XYZ format:
```
74
Properties=species:S:1:pos:R:3:forces:R:3:lowdin_charge:R:1
Sr 2.166 1.037 -0.440 1.63 15.70 -7.74 1.81
Sr 1.538 1.746 2.208 0.50 0.53 14.52 1.83
O 2.032 2.656 0.612 4.42 11.61 -0.27 -0.86
H 2.790 3.252 0.456 -0.60 0.25 0.03 0.08
O 0.633 0.982 0.670 -6.41 -8.51 1.76 -0.95
H -0.271 0.614 0.633 0.17 0.34 -0.38 0.07
C -2.398 -0.218 1.944 -0.81 -1.36 0.47 -0.04
C -1.286 -1.239 2.153 0.36 0.69 -0.09 -0.29
C -1.204 -2.320 1.035 -1.43 -2.19 1.11 -0.14
O -2.424 -3.132 1.111 0.61 0.58 -0.46 -0.18
C -2.451 -4.441 0.478 -0.89 0.97 0.19 -0.07
N -0.038 -0.462 2.308 0.20 -0.05 2.29 -0.01
H -2.337 0.379 1.034 -0.38 -1.02 -0.01 0.06
H -2.446 0.538 2.728 0.16 -1.38 0.32 0.07
H -3.308 -0.811 2.030 -0.31 0.29 -0.63 0.11
H -1.519 -1.664 3.129 0.21 -0.55 -0.19 0.16
H -0.403 -3.039 1.208 -0.55 0.37 0.00 0.10
H -0.959 -1.897 0.061 -0.85 0.14 0.07 0.07
H -3.306 -4.964 0.908 0.18 0.06 0.45 0.09
H -1.567 -5.063 0.615 0.27 0.31 0.00 0.09
H -2.767 -4.355 -0.562 0.62 0.14 -0.33 0.08
H 0.333 -0.001 1.490 -0.96 -2.58 2.03 -0.11
H 0.762 -1.028 2.552 -1.03 -0.22 0.69 0.03
C 1.274 -2.446 -1.042 0.23 -0.24 1.09 0.03
C 1.767 -1.461 0.100 -0.37 -1.79 -2.14 -0.30
C 2.214 -2.055 1.422 -0.28 -1.10 -0.81 -0.18
O 1.111 -2.564 2.054 0.70 -2.24 1.83 -0.30
C 1.408 -3.131 3.338 0.02 -1.40 0.25 -0.02
N 2.833 -0.609 -0.505 7.17 -16.58 2.22 -0.35
H 0.387 -3.029 -0.792 0.18 0.16 0.42 0.09
H 2.013 -3.206 -1.297 0.31 0.26 -0.16 0.11
H 0.979 -1.839 -1.897 0.21 -1.12 0.82 0.05
H 0.938 -0.760 0.190 0.60 -1.40 0.47 0.08
H 2.619 -1.340 2.137 1.13 0.66 -0.22 0.13
H 2.858 -2.910 1.217 0.94 0.37 0.14 0.16
H 2.293 -3.766 3.291 0.20 0.08 -0.15 0.11
H 0.607 -3.798 3.657 -0.29 0.11 -0.50 0.11
H 1.528 -2.467 4.194 0.11 0.89 -0.42 0.11
H 3.153 -0.164 0.344 2.60 -2.32 0.86 0.05
H 3.684 -1.063 -0.806 0.06 -1.66 0.02 0.14
C -1.559 2.301 1.774 -2.27 1.64 0.48 -0.08
C -1.732 2.435 0.260 -0.57 2.19 1.03 -0.36
C -2.777 3.536 -0.186 0.70 -0.51 0.08 -0.18
O -4.105 3.264 0.221 0.46 0.09 -0.02 -0.19
C -5.080 3.949 -0.616 0.74 -0.91 0.78 -0.06
N -0.346 2.627 -0.158 -3.11 4.07 -3.87 0.04
H -1.460 3.324 2.139 0.59 0.13 0.16 0.12
H -0.749 1.627 2.051 -0.92 0.38 0.41 0.01
H -2.467 1.933 2.252 0.39 0.93 -0.04 0.08
H -2.199 1.546 -0.164 0.13 0.20 -0.07 0.10
H -2.713 3.540 -1.274 0.02 0.12 -0.28 0.12
H -2.449 4.513 0.168 0.06 0.25 0.13 0.13
H -6.039 3.801 -0.119 0.08 0.10 -0.19 0.09
H -5.055 3.436 -1.578 -0.26 0.34 -0.24 0.09
H -4.841 5.009 -0.694 -0.06 0.01 -0.10 0.09
H 0.170 3.413 0.210 -1.11 0.88 -0.19 0.08
H 0.120 1.860 0.304 -1.41 4.36 -2.23 -0.26
C 3.217 0.796 -4.471 -1.14 -0.25 -1.79 -0.03
C 2.432 0.947 -3.185 1.36 0.75 0.51 -0.33
C 1.262 -0.035 -2.908 0.55 0.30 0.18 -0.07
O 0.757 0.190 -1.545 -4.53 -1.13 -5.46 -0.51
C -0.662 0.114 -1.424 -0.39 -1.09 -0.87 0.00
N 3.536 0.865 -2.162 1.73 -0.43 -2.39 -0.14
H 3.385 -0.264 -4.664 0.04 -0.13 -0.05 0.10
H 4.195 1.276 -4.517 -0.15 0.14 0.64 0.10
H 2.705 1.199 -5.345 -0.30 -0.18 -0.05 0.10
H 2.042 1.951 -3.019 -0.28 0.24 -0.52 0.15
H 1.572 -1.079 -2.914 0.49 0.52 -0.83 0.11
H 0.449 0.070 -3.627 0.15 0.31 -0.03 0.16
H -1.089 0.628 -0.563 0.55 -0.35 -1.07 0.05
H -0.850 -0.947 -1.261 -0.71 0.20 -0.85 0.10
H -1.112 0.567 -2.308 -0.27 -0.29 0.10 0.14
H 4.031 0.007 -2.359 0.57 0.25 -0.31 0.10
H 4.175 1.637 -2.284 0.17 0.07 -0.63 0.12
```
Positions in Å, forces in eV/Å.

Computed properties:
* HOMO energy: -13.83 eV
* total charge: +2
* LUMO energy: -6.76 eV
* HOMO-LUMO gap: 7.07 eV

Entry 3:
C2H3Cl2NO2 | the ωB97M-V functional and the def2-TZVPD basis

The geometry in XYZ format:
```
10
Properties=species:S:1:pos:R:3:forces:R:3:lowdin_charge:R:1
C 0.248 -1.312 0.354 -3.06 1.45 -1.12 0.08
C -0.550 0.439 -0.396 0.24 -4.50 -0.90 -1.11
N 0.464 1.345 0.033 1.37 0.51 0.91 -0.54
O 0.432 1.571 1.216 0.23 0.65 0.90 0.04
O 1.321 1.687 -0.736 0.39 0.38 -0.36 0.06
Cl -0.633 0.405 -2.161 -0.08 -0.32 0.43 0.64
Cl -2.078 0.810 0.287 -0.34 -0.19 0.31 0.70
H 0.916 -1.836 -0.306 1.28 1.07 -0.20 0.04
H 0.426 -1.042 1.386 0.68 0.17 -0.18 0.05
H -0.545 -2.067 0.322 -0.71 0.78 0.21 0.04
```
Positions in Å, forces in eV/Å.

Computed properties:
* HOMO energy: -10.80 eV
* LUMO energy: -0.64 eV
* HOMO-LUMO gap: 10.16 eV

Entry 4:
C18H20B2Ba2Br10O16 | the ωB97M-V functional and the def2-TZVPD basis

The geometry in XYZ format:
```
68
Properties=species:S:1:pos:R:3:forces:R:3:lowdin_charge:R:1
Ba 3.569 -5.153 -0.395 -1.36 0.38 0.19 1.92
Ba -3.120 0.218 -4.993 0.09 0.07 1.31 1.92
O -5.022 -4.500 -2.321 0.26 0.40 -0.45 0.20
C -3.836 -4.339 -2.338 -2.61 0.31 0.57 -0.46
O -2.944 -5.226 -2.074 3.12 0.07 0.21 0.26
B -1.595 -4.522 -1.935 -1.45 -0.83 1.16 -0.84
O -1.812 -3.136 -2.315 -2.80 0.38 -0.82 0.21
C -3.174 -2.989 -2.578 2.42 2.83 -1.47 -0.27
O -3.636 -1.933 -3.074 1.17 -2.40 0.89 -0.07
O -0.509 -5.177 -2.624 1.49 -0.64 -0.40 0.30
C 0.472 -5.442 -1.795 0.11 0.57 0.09 -0.35
O 1.617 -5.766 -2.073 -0.21 -0.08 -0.10 -0.09
C 0.024 -5.069 -0.344 1.57 -0.60 0.33 -0.41
O -1.133 -4.572 -0.510 -1.23 0.65 1.21 0.24
O 0.732 -5.179 0.663 -0.72 -0.08 -2.04 0.04
O -0.648 3.412 -1.039 0.55 -5.61 0.30 0.09
C -0.603 2.149 -1.036 -0.22 3.80 -0.05 -0.24
O 0.152 1.265 -0.346 -0.58 2.04 -0.48 0.22
B -0.139 -0.114 -0.725 -0.24 0.32 1.33 -0.87
O -1.116 0.052 -1.792 -0.62 -1.44 -0.62 0.25
C -1.456 1.276 -2.014 1.30 -0.20 0.45 -0.36
O -2.159 1.592 -2.952 -0.68 0.25 -0.22 -0.18
O 1.073 -0.833 -1.139 0.59 -0.24 -1.07 0.28
C 1.247 -1.873 -0.385 2.14 -2.00 0.02 -0.34
O 2.134 -2.749 -0.483 -1.85 1.48 -0.82 -0.18
C 0.250 -1.807 0.728 1.04 -2.99 4.12 -0.43
O -0.600 -0.909 0.451 -1.78 2.45 -1.33 0.23
O 0.337 -2.437 1.784 -0.24 0.94 -2.74 0.08
Br -0.961 6.772 -1.872 0.22 -1.36 -1.28 0.61
C -0.571 5.436 -3.372 -1.04 0.95 -0.77 -0.57
C -1.937 4.960 -3.974 -0.09 0.41 2.03 -0.63
Br -1.812 3.583 -5.386 0.15 0.27 -0.17 0.58
H 0.149 4.686 -3.041 -0.55 0.04 0.22 0.05
H -0.129 6.051 -4.156 0.30 0.02 0.30 0.05
H -2.525 5.804 -4.334 0.49 -0.06 -0.69 0.06
H -2.608 4.553 -3.218 0.43 -0.49 0.08 0.04
Br 5.728 1.786 -1.131 -0.16 -1.40 0.41 0.63
C 5.773 0.069 -0.140 0.16 0.24 1.92 -0.68
C 4.625 -0.892 -0.375 0.32 0.66 -3.08 -0.65
Br 4.612 -2.401 0.819 0.72 0.41 1.01 0.68
H 5.696 0.301 0.922 -0.05 0.78 -0.01 0.02
H 6.767 -0.378 -0.171 -0.14 -0.04 -0.84 0.07
H 4.747 -1.341 -1.360 0.13 -0.24 -0.01 0.06
H 3.674 -0.379 -0.519 -0.17 -0.12 1.08 0.06
Br 1.334 5.454 2.391 -1.10 -0.34 -0.16 0.57
C -0.438 4.580 1.917 1.28 0.21 -0.65 -0.62
C -0.955 3.852 3.103 0.07 0.03 0.87 -0.67
Br -2.112 2.347 2.625 0.06 0.18 -0.24 0.70
H -0.142 3.831 1.182 -0.08 0.52 -0.15 0.01
H -1.037 5.382 1.485 -0.05 -0.33 0.13 0.06
H -1.535 4.457 3.800 0.23 -0.09 -0.04 0.07
H -0.088 3.400 3.585 -0.38 0.00 0.30 0.02
Br 3.663 2.380 2.063 -1.60 -0.92 0.29 0.56
C 2.060 1.167 2.590 0.91 0.18 0.22 -0.53
C 2.683 0.209 3.623 -1.13 -0.13 -0.14 -0.66
Br 1.366 -1.068 4.341 -0.17 0.18 -0.17 0.67
H 1.617 0.793 1.666 0.82 -0.59 -0.08 0.03
H 1.199 1.718 2.967 0.62 0.55 0.55 0.04
H 2.936 0.722 4.551 0.53 0.16 -0.57 0.05
H 3.456 -0.450 3.227 0.12 0.56 0.06 0.02
Br -2.515 -0.781 5.139 -0.24 -0.05 -1.67 0.59
C -2.835 -0.971 3.159 0.59 -0.20 -0.66 -0.70
C -3.019 -2.444 2.821 -0.41 0.51 1.06 -0.63
Br -3.553 -2.626 0.922 0.18 0.03 0.67 0.74
H -1.967 -0.715 2.551 0.49 0.49 0.83 0.00
H -3.596 -0.294 2.770 -0.48 -0.25 0.77 0.03
H -3.797 -2.887 3.443 -0.04 -0.18 -0.43 0.06
H -2.058 -2.908 3.043 -0.18 -0.40 -0.59 0.06
```
Positions in Å, forces in eV/Å.

Computed properties:
* HOMO energy: -12.99 eV
* total charge: +2
* LUMO energy: -6.60 eV
* HOMO-LUMO gap: 6.38 eV

Entry 5:
CH5ClO2SSi | the ωB97M-V functional and the def2-TZVPD basis

The geometry in XYZ format:
```
11
Properties=species:S:1:pos:R:3:forces:R:3:lowdin_charge:R:1
C -1.113 0.062 1.006 0.10 0.80 -1.32 -0.11
O -0.444 1.944 -0.975 -0.21 -0.73 -0.02 -0.44
O 0.814 2.116 1.101 -0.19 -0.90 0.56 -0.43
Si 1.917 0.107 -0.963 -2.88 -0.02 -0.45 0.14
S 0.244 1.232 0.098 -0.77 1.00 -0.78 0.45
Cl 3.085 -0.393 0.519 1.60 -0.32 0.97 0.36
H -0.711 -0.944 1.253 0.07 1.10 0.50 0.05
H -1.265 0.870 1.738 0.04 -1.07 0.60 0.03
H -2.116 -0.117 0.491 1.70 0.62 -0.06 0.07
H 0.939 -0.932 -1.181 0.00 -0.97 -0.36 -0.08
H 2.270 0.573 -2.309 0.54 0.50 0.36 -0.05
```
Positions in Å, forces in eV/Å.

Computed properties:
* HOMO energy: -9.61 eV
* LUMO energy: -0.11 eV
* HOMO-LUMO gap: 9.50 eV
* structure (SMILES): CS(=O)(=O)[SiH2]Cl

Entry 6:
C9H17N2OS2 | the ωB97M-V functional and the def2-TZVPD basis

The geometry in XYZ format:
```
31
Properties=species:S:1:pos:R:3:forces:R:3:lowdin_charge:R:1
C 0.067 1.584 1.039 -1.93 -1.22 2.68 -0.10
C -0.981 0.819 1.489 0.41 1.70 0.05 -0.20
C 1.506 -0.239 -0.043 -1.44 -2.84 -0.46 -0.18
C 1.233 1.118 0.317 2.43 0.81 -1.35 -0.54
C -1.142 -0.689 1.434 -0.12 -0.79 -1.52 -0.41
C -0.822 -1.243 0.022 1.00 1.13 1.15 -0.57
C -2.104 1.463 2.311 0.47 -1.64 -1.85 -0.01
C 2.930 2.114 -1.846 -2.75 2.02 -0.61 -0.29
C -0.930 -0.777 -2.602 -2.61 2.91 -0.81 -0.37
N 2.322 -1.019 -0.438 0.21 3.35 1.64 0.26
N -0.905 -2.790 0.034 -4.48 0.91 0.00 0.16
O -0.301 -1.377 2.352 -3.59 -0.79 1.10 0.02
S 1.115 1.755 -1.427 0.56 0.79 -0.12 0.91
S -1.955 -0.567 -1.108 0.31 -0.14 -0.88 0.91
H 0.178 2.604 1.443 -0.38 -0.42 -0.71 0.14
H 2.262 1.484 0.635 -1.35 -0.05 0.29 0.15
H -2.203 -0.892 1.708 0.67 -0.20 0.19 0.15
H -3.120 1.347 1.913 0.39 -0.02 -0.24 0.11
H -1.894 2.441 2.525 0.35 2.75 0.10 0.05
H -2.082 1.008 3.245 -0.18 -1.20 1.82 0.07
H 3.526 1.884 -0.980 0.48 -0.24 -0.16 0.02
H 2.863 3.266 -2.036 0.68 -2.27 0.17 0.08
H 3.021 1.523 -2.763 0.90 0.33 0.42 0.03
H -1.070 -1.708 -3.027 -0.44 -1.93 -1.02 0.00
H 0.058 -0.644 -2.326 1.88 0.49 0.42 -0.05
H -1.262 0.045 -3.338 0.66 -1.38 1.01 0.08
H 2.298 -1.888 -0.821 -0.06 -2.74 -1.08 0.07
H -0.704 -3.160 0.926 1.70 -0.58 1.39 0.12
H -0.477 -3.201 -0.766 0.68 -0.57 -0.36 0.13
H -1.968 -3.117 0.017 2.10 1.02 -0.63 0.21
H 0.542 -1.143 2.112 3.46 0.80 -0.60 0.04
```
Positions in Å, forces in eV/Å.

Computed properties:
* HOMO energy (alpha / beta): -11.38 / -11.38 eV
* total charge: +1
* LUMO energy (alpha / beta): -3.65 / -3.65 eV
* HOMO-LUMO gap (alpha / beta): 7.72 / 7.72 eV

Asked for electronic energy across the records above, the calculation gives -287.7422, -1367.6954, -1203.4458, -27742.5793, -1339.4107, -1333.8245 Eh in order.